Below is a molecular structure, C17H13N6ORuS4, with properties calculated with ωB97M-V/def2-TZVPD.

```
42
C17H13N6ORuS4 ωB97M-V/def2-TZVPD
Ru 0.563 0.921 -0.806
C 4.175 -3.417 -0.163
C 4.121 -2.216 -0.863
C 3.026 -1.381 -0.731
C 1.974 -1.733 0.119
C 2.027 -2.939 0.824
C 3.124 -3.772 0.676
N 0.882 -0.853 0.271
N -0.026 -1.297 1.120
C -0.939 1.012 1.554
C -1.620 1.713 2.652
C -2.304 2.844 2.419
C -2.622 3.316 1.070
C -2.097 2.753 -0.023
C -1.061 1.746 0.173
H 5.033 -4.072 -0.268
H 4.939 -1.931 -1.515
H 2.984 -0.448 -1.265
H 1.203 -3.203 1.472
H 3.160 -4.709 1.221
H -1.559 1.296 3.654
H -2.739 3.375 3.259
H -3.350 4.115 0.960
H -2.437 2.998 -1.020
O 2.502 1.115 -7.377
C 2.175 1.072 -6.222
S 0.938 -0.036 -5.585
C 0.955 0.565 -3.943
C 1.874 1.528 -3.644
S 2.036 2.246 -2.105
S 2.888 2.092 -4.955
S -0.212 -0.003 -2.846
N -3.902 -0.917 3.474
C -3.125 -0.624 2.394
N -3.727 0.055 1.391
N -1.907 -1.067 2.346
C -0.942 -0.484 1.605
N 0.107 1.839 0.926
H -4.901 -0.933 3.375
H -3.500 -1.573 4.122
H -4.577 0.555 1.582
H -3.136 0.449 0.673
```

- multiplicity = 2
- Kohn-Sham gap (spin up / spin down) (Eh) = 0.1681 / 0.1840
- energy above the lowest of the compared OMol25 structures with the same formula, charge and spin (kcal/mol) = 110.89

Below is a molecular structure, C17H13NO6PdSSe, with properties calculated with ωB97M-V/def2-TZVPD.

```
40
C17H13NO6PdSSe ωB97M-V/def2-TZVPD
Pd 0.501 -0.070 -0.057
C 0.753 1.239 3.919
C 0.001 1.319 2.622
O 0.611 1.504 1.583
C -1.473 1.190 2.645
C -2.187 1.595 3.757
C -3.577 1.524 3.798
C -4.296 1.004 2.713
C -3.631 0.580 1.598
C -2.200 0.672 1.501
O -1.660 0.281 0.440
H 1.788 0.990 3.700
H 0.319 0.485 4.574
H 0.720 2.208 4.425
H -1.653 1.999 4.607
H -4.103 1.869 4.678
H -5.374 0.939 2.761
H -4.153 0.168 0.745
S -0.549 0.266 -4.607
C -1.625 -0.904 -3.964
C -1.454 -1.099 -2.626
C -0.428 -0.282 -2.107
C 0.169 0.509 -3.038
C 1.229 1.443 -2.736
C 1.895 2.239 -3.669
C 2.909 3.069 -3.234
C 3.246 3.094 -1.887
C 2.536 2.285 -1.017
N 1.554 1.499 -1.436
H -2.330 -1.394 -4.618
H -2.031 -1.803 -2.044
H 1.609 2.187 -4.711
H 3.442 3.693 -3.940
H 4.045 3.721 -1.519
H 2.753 2.251 0.042
O 2.970 -3.085 1.156
Se 2.018 -1.927 0.662
O 1.201 -2.182 -0.749
O 0.787 -1.507 1.693
O 2.728 -0.464 0.372
```

- multiplicity = 5
- Kohn-Sham gap (spin up / spin down) (Eh) = 0.2759 / 0.1763

Below is a molecular structure, C17H14AsF5MnNO8S2, with properties calculated with ωB97M-V/def2-TZVPD.

```
49
C17H14AsF5MnNO8S2 ωB97M-V/def2-TZVPD
Mn 1.089 -0.158 -0.388
F 2.873 -0.130 6.370
C 2.455 -0.532 5.168
C 2.511 0.327 4.083
F 2.980 1.569 4.231
C 2.075 -0.111 2.845
F 2.154 0.760 1.804
C 1.568 -1.381 2.630
S 1.014 -1.990 1.078
C 1.524 -2.219 3.741
F 1.051 -3.462 3.615
C 1.959 -1.813 4.990
F 1.900 -2.650 6.027
O -1.922 0.493 -2.620
As -1.818 -0.607 -1.272
O -3.300 -0.808 -0.649
O -0.745 0.154 -0.124
C -0.955 -2.285 -1.747
C -1.785 -3.358 -1.436
C -1.339 -4.665 -1.588
C -0.060 -4.916 -2.045
C 0.781 -3.862 -2.368
C 0.343 -2.556 -2.221
S 1.505 -1.287 -2.661
O 0.678 -0.066 -2.609
O 2.171 -1.627 -3.866
O 2.420 -1.126 -1.466
H -1.056 0.594 -3.041
H -2.779 -3.149 -1.058
H -1.999 -5.486 -1.341
H 0.287 -5.934 -2.159
H 1.777 -4.048 -2.745
O 1.026 2.970 -2.357
C 0.859 2.733 -1.185
O 1.384 1.786 -0.484
C -0.069 3.627 -0.341
N -0.949 2.720 0.510
C -2.388 2.945 0.119
C -2.285 3.590 -1.253
C -1.046 4.476 -1.137
H 0.564 4.203 0.334
H -0.800 2.873 1.505
H -0.711 1.713 0.327
H -2.825 3.622 0.853
H -2.905 1.986 0.147
H -3.190 4.145 -1.493
H -2.141 2.822 -2.015
H -1.277 5.400 -0.606
H -0.604 4.718 -2.101
```

- multiplicity = 5
- Kohn-Sham gap (spin up / spin down) (Eh) = 0.2309 / 0.3062
- energy above the lowest of the compared OMol25 structures with the same formula, charge and spin (kcal/mol) = 7.28

Below is a molecular structure, C17H14Br2N3O7Ti, with properties calculated with ωB97M-V/def2-TZVPD.

```
44
C17H14Br2N3O7Ti ωB97M-V/def2-TZVPD
Ti 0.415 -0.098 0.292
N -0.538 1.651 1.366
C 0.039 2.938 0.918
C 1.362 2.777 0.168
O 2.037 3.771 -0.093
N 1.633 1.509 -0.156
C 2.872 1.185 -0.820
C 2.815 -0.263 -1.295
O 3.607 -0.728 -2.081
O 1.825 -0.955 -0.745
H -1.532 1.620 1.163
H -0.423 1.500 2.367
H 0.210 3.611 1.758
H -0.666 3.418 0.240
H 3.726 1.270 -0.134
H 3.089 1.837 -1.670
O -3.716 -4.386 2.311
C -2.753 -3.524 1.889
C -1.968 -3.802 0.759
C -1.024 -2.881 0.387
N -0.828 -1.740 1.076
C -1.576 -1.492 2.136
Br -0.255 -0.439 4.149
C -2.553 -2.359 2.600
H -3.743 -5.146 1.719
H -2.098 -4.713 0.189
H -0.394 -3.024 -0.484
H -3.130 -2.135 3.485
Br -0.362 -1.341 -3.707
C 0.318 0.436 -3.680
C 1.359 0.707 -4.556
C 1.868 1.992 -4.644
C 1.318 3.009 -3.876
C 0.276 2.725 -3.011
C -0.226 1.433 -2.876
C -1.220 1.198 -1.763
O -2.058 2.045 -1.493
O -1.034 0.103 -1.100
H 1.773 -0.097 -5.148
H 2.699 2.192 -5.308
H 1.711 4.015 -3.928
H -0.150 3.497 -2.385
O 2.684 -1.238 2.474
C 1.855 -0.705 1.931
```

- multiplicity = 3
- total charge = -1
- Kohn-Sham gap (spin up / spin down) (Eh) = 0.2617 / 0.3069
- energy above the lowest of the compared OMol25 structures with the same formula, charge and spin (kcal/mol) = 4.16

Below is a molecular structure, C17H14Cl2IrO2, with properties calculated with ωB97M-V/def2-TZVPD.

```
36
C17H14Cl2IrO2 ωB97M-V/def2-TZVPD
C 2.342 -2.700 0.885
C 2.386 -2.667 -0.546
C 1.052 -2.642 -1.052
H 3.294 -2.753 -1.140
C 0.143 -2.676 0.057
C 0.942 -2.726 1.285
H 0.579 -2.711 2.309
H 3.179 -2.714 1.580
H 0.758 -2.709 -2.100
H -0.946 -2.694 0.010
Ir 1.243 -0.889 0.407
Cl 2.601 0.581 1.388
C 1.543 2.177 -4.665
C 0.311 1.536 -5.009
C 0.622 0.301 -5.657
H -0.683 1.932 -4.839
C 2.045 0.178 -5.715
C 2.614 1.337 -5.102
H 3.672 1.556 -5.016
H 1.646 3.145 -4.189
H -0.093 -0.404 -6.065
H 2.596 -0.635 -6.174
Cl -4.700 2.999 5.395
C -3.567 2.114 4.487
C -2.808 1.108 5.129
C -1.870 0.398 4.387
C -1.676 0.705 3.044
C -2.442 1.670 2.394
C -3.388 2.387 3.121
C -0.604 -0.064 2.318
O 0.158 -0.757 3.025
O -0.496 0.071 1.033
H -2.949 0.908 6.180
H -1.250 -0.372 4.855
H -2.268 1.848 1.327
H -3.988 3.162 2.653
```

- multiplicity = 6
- Kohn-Sham gap (spin up / spin down) (Eh) = 0.2549 / 0.2078
- energy above the lowest of the compared OMol25 structures with the same formula, charge and spin (kcal/mol) = 0.00

Below is a molecular structure, C17H14Cl3IrNO9PS, with properties calculated with ωB97M-V/def2-TZVPD.

```
47
C17H14Cl3IrNO9PS ωB97M-V/def2-TZVPD
Ir -0.061 0.769 0.866
O -4.396 5.271 0.915
C -3.464 4.299 0.933
C -3.580 3.164 1.732
C -2.578 2.223 1.680
N -1.515 2.380 0.890
C -1.388 3.467 0.126
C -2.349 4.452 0.114
C -0.124 3.537 -0.717
O -0.039 4.409 -1.566
O 0.729 2.623 -0.445
C -2.600 0.950 2.515
O -3.566 0.729 3.218
O -1.556 0.208 2.363
H -5.111 5.055 1.524
H -4.420 2.988 2.393
H -2.221 5.316 -0.523
Cl 1.167 -7.472 0.538
C 1.359 -5.782 0.765
C 0.219 -4.993 0.955
C 0.363 -3.645 1.132
Cl -0.983 -2.645 1.410
C 1.673 -2.998 1.126
O 1.815 -1.784 1.248
C 2.808 -3.899 0.938
Cl 4.368 -3.196 0.923
C 2.652 -5.243 0.759
H -0.761 -5.447 0.967
H 3.509 -5.885 0.614
C 0.889 -2.379 -2.503
O 0.422 -1.652 -1.355
P 0.787 -0.113 -1.158
O 0.320 0.587 -2.512
C -1.001 1.108 -2.685
O 2.354 -0.139 -1.372
C 3.181 1.011 -1.108
H 1.947 -2.191 -2.677
H 0.315 -2.095 -3.385
H 0.732 -3.433 -2.286
H -0.913 2.096 -3.129
H -1.525 1.188 -1.729
H -1.564 0.445 -3.341
H 4.203 0.686 -1.278
H 3.054 1.334 -0.077
H 2.914 1.827 -1.774
S 2.552 1.690 2.904
C 1.381 1.181 2.072
```

- multiplicity = 5
- Kohn-Sham gap (spin up / spin down) (Eh) = 0.2832 / 0.2397
- energy above the lowest of the compared OMol25 structures with the same formula, charge and spin (kcal/mol) = 0.00

Below is a molecular structure, C17H14ClNO3STi, with properties calculated with ωB97M-V/def2-TZVPD.

```
38
C17H14ClNO3STi ωB97M-V/def2-TZVPD
C -1.756 1.727 -1.808
C -1.055 2.928 -1.446
C -1.200 3.099 -0.008
H -0.647 3.663 -2.144
C -1.960 1.991 0.484
C -2.304 1.165 -0.624
H -2.987 0.321 -0.606
H -1.925 1.342 -2.813
H -0.931 3.989 0.563
H -2.329 1.874 1.505
Ti 0.729 1.756 -0.504
Cl 0.900 0.408 -2.331
C 2.895 2.035 -0.833
C 2.675 2.233 0.566
C 1.829 3.376 0.739
H 3.152 1.664 1.357
C 1.557 3.918 -0.560
C 2.181 3.079 -1.535
H 2.176 3.234 -2.611
H 3.555 1.283 -1.256
H 1.476 3.757 1.696
H 1.031 4.847 -0.772
O -2.382 -1.894 -1.051
C -1.443 -1.867 -0.232
N -0.799 -0.727 0.098
S 0.032 -0.626 1.459
O 1.014 -1.997 1.303
O 0.972 0.551 1.126
C 0.348 -3.155 0.972
C 0.943 -4.364 1.364
C 0.140 -5.503 1.405
C -1.201 -5.432 1.001
C -1.720 -4.252 0.470
C -0.933 -3.097 0.429
H 1.989 -4.378 1.669
H 0.559 -6.443 1.761
H -1.839 -6.313 1.080
H -2.741 -4.197 0.084
```

- multiplicity = 2
- total charge = -1
- Kohn-Sham gap (spin up / spin down) (Eh) = 0.2203 / 0.2480
- energy above the lowest of the compared OMol25 structures with the same formula, charge and spin (kcal/mol) = 0.00

Below is a molecular structure, C17H14F3MnN2OS5Sb, with properties calculated with ωB97M-V/def2-TZVPD.

```
44
C17H14F3MnN2OS5Sb ωB97M-V/def2-TZVPD
Mn -1.918 -0.114 -0.056
S -2.351 4.169 2.108
Sb -3.122 3.046 0.299
S -3.782 0.675 0.818
S -1.278 1.885 -0.898
S -4.496 3.958 -1.268
C -5.036 0.205 -3.165
S -3.534 0.795 -2.302
C -2.684 1.310 -3.832
O -2.858 -0.473 -1.869
H -5.494 1.072 -3.628
H -5.698 -0.211 -2.413
H -4.772 -0.548 -3.898
H -3.195 2.208 -4.162
H -2.730 0.525 -4.577
H -1.655 1.546 -3.580
N 2.094 -5.631 -2.756
C 1.497 -4.795 -2.231
C 0.756 -3.778 -1.624
C 1.350 -2.552 -1.252
C 0.577 -1.580 -0.680
N -0.751 -1.715 -0.449
C -1.311 -2.898 -0.784
C -0.618 -3.930 -1.356
H 2.402 -2.380 -1.418
H 1.011 -0.628 -0.387
H -2.366 -3.005 -0.552
H -1.110 -4.863 -1.587
F 5.989 2.734 2.878
C 5.538 1.661 3.557
F 6.408 0.671 3.280
F 5.734 1.952 4.863
C 4.116 1.318 3.246
C 3.156 2.330 3.217
C 1.853 2.031 2.887
C 1.484 0.711 2.595
C 2.449 -0.303 2.669
C 3.754 -0.001 2.988
C 0.202 0.411 2.096
C -0.821 0.133 1.484
H 3.444 3.350 3.431
H 1.108 2.811 2.831
H 2.161 -1.323 2.456
H 4.499 -0.782 3.023
```

- multiplicity = 5
- total charge = -1
- Kohn-Sham gap (spin up / spin down) (Eh) = 0.1856 / 0.1930

Which value of multiplicity does entry 5 give?
6

What did the eighth record say?
Below is a molecular structure, C17H14F3MnN2OS5Sb, with properties calculated with ωB97M-V/def2-TZVPD.

```
44
C17H14F3MnN2OS5Sb ωB97M-V/def2-TZVPD
Mn -1.918 -0.114 -0.056
S -2.351 4.169 2.108
Sb -3.122 3.046 0.299
S -3.782 0.675 0.818
S -1.278 1.885 -0.898
S -4.496 3.958 -1.268
C -5.036 0.205 -3.165
S -3.534 0.795 -2.302
C -2.684 1.310 -3.832
O -2.858 -0.473 -1.869
H -5.494 1.072 -3.628
H -5.698 -0.211 -2.413
H -4.772 -0.548 -3.898
H -3.195 2.208 -4.162
H -2.730 0.525 -4.577
H -1.655 1.546 -3.580
N 2.094 -5.631 -2.756
C 1.497 -4.795 -2.231
C 0.756 -3.778 -1.624
C 1.350 -2.552 -1.252
C 0.577 -1.580 -0.680
N -0.751 -1.715 -0.449
C -1.311 -2.898 -0.784
C -0.618 -3.930 -1.356
H 2.402 -2.380 -1.418
H 1.011 -0.628 -0.387
H -2.366 -3.005 -0.552
H -1.110 -4.863 -1.587
F 5.989 2.734 2.878
C 5.538 1.661 3.557
F 6.408 0.671 3.280
F 5.734 1.952 4.863
C 4.116 1.318 3.246
C 3.156 2.330 3.217
C 1.853 2.031 2.887
C 1.484 0.711 2.595
C 2.449 -0.303 2.669
C 3.754 -0.001 2.988
C 0.202 0.411 2.096
C -0.821 0.133 1.484
H 3.444 3.350 3.431
H 1.108 2.811 2.831
H 2.161 -1.323 2.456
H 4.499 -0.782 3.023
```

- multiplicity = 5
- total charge = -1
- Kohn-Sham gap (spin up / spin down) (Eh) = 0.1856 / 0.1930